a:
This record from OMol25 describes 5 unconnected molecules or ions with the total composition CH12O4S2. The level of theory is wB97M-V/def2-TZVPD.

Bonds (Å) are listed after each position.
CARTESIAN COORDINATES (ANGSTROEM)
1 C 1.03 -0.25 -2.01  S2 1.772, H4 1.100, H5 1.093, H6 1.079
2 S -0.11 0.05 -3.33  C1 1.772, S3 1.970
3 S -1.99 0.03 -2.74  S2 1.970, H7 1.337
4 H 1.81 0.51 -2.08  C1 1.100
5 H 1.58 -1.19 -2.02  C1 1.093
6 H 0.65 -0.04 -1.02  C1 1.079
7 H -2.36 1.20 -2.21  S3 1.337
8 O 1.36 1.38 1.71  H9 0.956, H10 0.980
9 H 1.92 1.54 2.47  O8 0.956
10 H 1.35 0.40 1.67  O8 0.980
11 O 1.15 -1.34 1.98  H12 0.975, H13 0.974
12 H 0.55 -1.58 1.25  O11 0.975
13 H 0.72 -1.54 2.84  O11 0.974
14 O -1.26 -1.40 0.81  H15 0.979, H16 0.975
15 H -1.75 -1.89 0.13  O14 0.979
16 H -1.14 -0.50 0.44  O14 0.975
17 O -1.19 1.37 0.40  H18 0.962, H19 0.959
18 H -0.37 1.73 0.76  O17 0.962
19 H -1.96 1.53 0.95  O17 0.959

The gap between HOMO and LUMO is 9.4 eV. The HOMO energy is -0.32692 hartree. For the LUMO energy, the calculation gives 0.46 eV.

Results of the Löwdin charge analysis, in e, for atoms 1 through 8: -0.491, 0.371, 0.280, 0.036, 0.042, 0.000, -0.193, -0.075

b:
This record from OMol25 describes 5 unconnected molecules or ions with the total composition CH12O4S2. The level of theory is wB97M-V/def2-TZVPD.

Bonds (Å) are listed after each position.
CARTESIAN COORDINATES (ANGSTROEM)
1 C 1.26 -2.34 0.55  S2 1.837, H4 1.080, H5 1.106, H6 1.092
2 S 1.25 -2.08 -1.27  C1 1.837, S3 2.049
3 S 2.53 -0.52 -1.59  S2 2.049, H7 1.320
4 H 1.32 -3.42 0.56  C1 1.080
5 H 2.20 -2.00 1.02  C1 1.106
6 H 0.38 -2.10 1.14  C1 1.092
7 H 1.66 0.18 -2.28  S3 1.320
8 O -2.18 -0.56 -0.84  H9 0.983, H10 1.020
9 H -2.78 0.22 -0.79  O8 0.983
10 H -2.08 -0.88 0.12  O8 1.020
11 O -1.59 0.78 1.77  H12 0.961, H13 0.965
12 H -0.65 0.74 1.57  O11 0.961
13 H -1.66 1.55 2.34  O11 0.965
14 O 1.14 1.19 0.88  H15 0.995, H16 0.969
15 H 1.73 1.97 1.07  O14 0.995
16 H 0.64 1.53 0.12  O14 0.969
17 O -0.77 2.08 -1.28  H18 0.959, H19 0.977
18 H -0.86 1.13 -1.42  O17 0.959
19 H -1.54 2.53 -1.68  O17 0.977

The gap between HOMO and LUMO is 8.7 eV. The HOMO energy is -0.30556 hartree. For the LUMO energy, the calculation gives 0.37 eV.

Results of the Löwdin charge analysis, in e, for atoms 1 through 8: -0.465, 0.362, 0.313, 0.000, 0.042, 0.025, -0.227, -0.117

Stability check: which of them is most stable? a.

a:
This record from OMol25 describes 3 unconnected molecules or ions with the total composition C6H18O6. The level of theory is wB97M-V/def2-TZVPD.

Bonds (Å) are listed after each position.
CARTESIAN COORDINATES (ANGSTROEM)
1 O 2.90 -1.01 1.55  C2 1.388, H5 0.960
2 C 4.28 -1.17 1.58  O1 1.388, C3 1.530, H6 1.090, H7 1.090
3 C 4.62 -2.02 0.35  C2 1.530, O4 1.375, H8 1.090, H9 1.090
4 O 4.33 -1.58 -0.92  C3 1.375, H10 0.960
5 H 2.77 -0.98 0.60  O1 0.960
6 H 4.72 -0.17 1.48  C2 1.090
7 H 4.46 -1.51 2.60  C2 1.090
8 H 4.12 -2.95 0.61  C3 1.090
9 H 5.70 -2.10 0.48  C3 1.090
10 H 5.14 -1.63 -1.42  O4 0.960
11 O 0.07 -2.20 0.01  C12 1.427, H15 0.960
12 C -0.43 -0.94 0.47  O11 1.427, C13 1.490, H16 1.090, H17 1.090
13 C -1.49 -0.86 1.51  C12 1.490, O14 1.441, H18 1.090, H19 1.090
14 O -2.66 -1.55 1.04  C13 1.441, H20 0.960
15 H 0.29 -2.70 0.80  O11 0.960
16 H 0.41 -0.29 0.74  C12 1.090
17 H -0.93 -0.46 -0.37  C12 1.090
18 H -1.81 0.17 1.65  C13 1.090
19 H -1.15 -1.08 2.52  C13 1.090
20 H -2.97 -1.91 1.88  O14 0.960
21 O -2.79 1.72 -2.85  C22 1.443, H25 0.960
22 C -3.19 1.85 -1.47  O21 1.443, C23 1.559, H26 1.090, H27 1.090
23 C -3.79 3.29 -1.38  C22 1.559, O24 1.428, H28 1.090, H29 1.090
24 O -2.92 4.38 -1.68  C23 1.428, H30 0.960
25 H -2.01 2.24 -3.08  O21 0.960
26 H -3.95 1.12 -1.21  C22 1.090
27 H -2.39 1.55 -0.80  C22 1.090
28 H -4.16 3.38 -0.36  C23 1.090
29 H -4.77 3.29 -1.86  C23 1.090
30 H -2.43 4.13 -2.47  O24 0.960

The gap between HOMO and LUMO is 10.6 eV. The HOMO energy is -0.36584 hartree. For the LUMO energy, the calculation gives 0.64 eV.

Results of the Löwdin charge analysis, in e, for atoms 1 through 8: -0.079, -0.259, -0.288, -0.019, 0.061, 0.113, 0.128, 0.125

b:
This record from OMol25 describes 3 unconnected molecules or ions with the total composition C6H18O6. The level of theory is wB97M-V/def2-TZVPD.

Bonds (Å) are listed after each position.
CARTESIAN COORDINATES (ANGSTROEM)
1 O -20.33 7.98 16.72  C2 1.461, H5 0.960
2 C -21.58 7.58 16.09  O1 1.461, C3 1.561, H6 1.090, H7 1.090
3 C -21.89 6.14 16.61  C2 1.561, O4 1.428, H8 1.090, H9 1.090
4 O -22.16 6.20 18.01  C3 1.428, H10 0.960
5 H -20.25 7.57 17.58  O1 0.960
6 H -22.42 8.27 16.16  C2 1.090
7 H -21.30 7.48 15.04  C2 1.090
8 H -21.32 5.30 16.22  C3 1.090
9 H -22.80 5.82 16.10  C3 1.090
10 H -23.10 6.06 18.14  O4 0.960
11 O -12.82 5.24 24.18  C12 1.361, H15 0.960
12 C -12.29 5.83 23.07  O11 1.361, C13 1.572, H16 1.090, H17 1.090
13 C -10.79 6.32 23.13  C12 1.572, O14 1.412, H18 1.090, H19 1.090
14 O -10.58 7.06 24.30  C13 1.412, H20 0.960
15 H -12.25 5.50 24.90  O11 0.960
16 H -12.56 5.21 22.22  C12 1.090
17 H -12.65 6.82 22.79  C12 1.090
18 H -10.47 6.93 22.28  C13 1.090
19 H -10.07 5.52 22.97  C13 1.090
20 H -10.66 6.50 25.08  O14 0.960
21 O -14.85 7.60 15.61  C22 1.411, H25 0.960
22 C -13.80 8.47 15.98  O21 1.411, C23 1.534, H26 1.090, H27 1.090
23 C -13.63 9.80 15.23  C22 1.534, O24 1.415, H28 1.090, H29 1.090
24 O -14.50 10.80 15.72  C23 1.415, H30 0.960
25 H -15.67 8.08 15.72  O21 0.960
26 H -13.74 8.60 17.06  C22 1.090
27 H -12.85 7.95 15.86  C22 1.090
28 H -13.90 9.48 14.22  C23 1.090
29 H -12.60 10.13 15.13  C23 1.090
30 H -15.32 10.32 15.63  O24 0.960

The gap between HOMO and LUMO is 10.5 eV. The HOMO energy is -0.36567 hartree. For the LUMO energy, the calculation gives 0.56 eV.

Results of the Löwdin charge analysis, in e, for atoms 1 through 8: -0.088, -0.194, -0.245, -0.066, 0.065, 0.112, 0.108, 0.118

Stability check: which of them is most stable? a.

a:
This record from OMol25 describes a single C5H12OS molecule. The level of theory is wB97M-V/def2-TZVPD.

Bonds (Å) are listed after each position.
CARTESIAN COORDINATES (ANGSTROEM)
1 C -0.67 -0.90 0.97  C2 1.513, H8 1.024, H9 1.138, H10 1.071
2 C -0.57 0.20 -0.07  C1 1.513, C3 1.555, C4 1.530, S5 1.898
3 C -1.59 1.36 0.03  C2 1.555, H11 1.134, H12 1.191, H13 1.079
4 C -0.42 -0.23 -1.53  C2 1.530, H14 1.152, H15 1.106, H16 1.065
5 S 1.01 1.21 0.22  C2 1.898, C6 1.809
6 C 2.24 -0.07 0.56  S5 1.809, O7 1.414, H17 1.151, H18 1.023
7 O 2.49 -0.94 -0.53  C6 1.414, H19 1.002
8 H 0.07 -1.60 0.85  C1 1.024
9 H -0.57 -0.63 2.07  C1 1.138
10 H -1.61 -1.37 0.79  C1 1.071
11 H -1.14 2.38 -0.17  C3 1.134
12 H -1.98 1.29 1.15  C3 1.191
13 H -2.53 1.15 -0.47  C3 1.079
14 H -0.63 0.85 -1.87  C4 1.152
15 H 0.57 -0.55 -1.89  C4 1.106
16 H -1.34 -0.76 -1.67  C4 1.065
17 H 2.02 -0.61 1.55  C6 1.151
18 H 3.08 0.47 0.82  C6 1.023
19 H 1.57 -1.23 -0.80  O7 1.002

The gap between HOMO and LUMO is 9.5 eV. The HOMO energy is -0.32218 hartree. For the LUMO energy, the calculation gives 0.76 eV.

Results of the Löwdin charge analysis, in e, for atoms 1 through 8: -0.105, -0.815, -0.150, -0.100, 0.922, -0.560, -0.123, 0.032

b:
This record from OMol25 describes a single C5H12OS molecule. The level of theory is wB97M-V/def2-TZVPD.

Bonds (Å) are listed after each position.
CARTESIAN COORDINATES (ANGSTROEM)
1 C 0.25 2.41 1.45  S2 1.831, H8 1.089, H9 1.212, H10 1.107
2 S 0.26 0.80 2.32  C1 1.831, C3 1.872
3 C -1.06 -0.03 1.29  S2 1.872, C4 1.458, H11 1.041, H12 1.124
4 C -0.65 -0.92 0.21  C3 1.458, C5 1.579, H13 1.099, H14 1.062
5 C 0.07 -0.19 -0.99  C4 1.579, C6 1.544, H15 1.082, H16 1.069
6 C 0.49 -1.33 -1.95  C5 1.544, O7 1.478, H17 1.092, H18 1.065
7 O 1.23 -2.46 -1.36  C6 1.478, H19 1.024
8 H 1.02 2.59 0.70  C1 1.089
9 H 0.63 3.27 2.21  C1 1.212
10 H -0.66 3.00 1.24  C1 1.107
11 H -1.61 0.77 0.92  C3 1.041
12 H -1.59 -0.63 2.08  C3 1.124
13 H -1.54 -1.34 -0.28  C4 1.099
14 H -0.15 -1.84 0.40  C4 1.062
15 H -0.66 0.42 -1.50  C5 1.082
16 H 0.90 0.35 -0.58  C5 1.069
17 H 1.27 -1.03 -2.66  C6 1.092
18 H -0.27 -1.84 -2.49  C6 1.065
19 H 2.08 -2.01 -1.00  O7 1.024

The gap between HOMO and LUMO is 9.6 eV. The HOMO energy is -0.32088 hartree. For the LUMO energy, the calculation gives 0.90 eV.

Results of the Löwdin charge analysis, in e, for atoms 1 through 8: -0.474, 0.779, -0.487, -0.285, -0.155, -0.236, -0.138, 0.011

Stability check: which of them is most stable? b.

a:
This record from OMol25 describes a single C12H20B2 molecule. The level of theory is wB97M-V/def2-TZVPD.

Bonds (Å) are listed after each position.
CARTESIAN COORDINATES (ANGSTROEM)
1 C 1.73 -0.79 3.30  C2 1.557, H15 1.114, H16 1.109, H17 1.090
2 C 2.00 0.58 2.62  C1 1.557, C3 1.575, B4 1.560, H18 1.074
3 C 3.55 0.86 2.53  C2 1.575, H19 1.191, H20 1.075, H21 1.064
4 B 1.39 0.84 1.21  C2 1.560, C5 1.644, C14 1.566
5 C 2.20 1.07 -0.20  B4 1.644, C6 1.559, H22 1.092, H23 1.103
6 C 1.13 0.57 -1.22  C5 1.559, C7 1.295, H24 1.120
7 C 0.00 0.35 -0.63  C6 1.295, B8 1.921, C14 1.443
8 B -1.81 -0.17 -1.01  C7 1.921, C9 1.665, C12 1.551
9 C -2.52 -0.46 -2.49  B8 1.665, C10 1.562, C11 1.533, H25 1.044
10 C -1.84 0.21 -3.72  C9 1.562, H26 1.065, H27 1.164, H28 1.133
11 C -2.80 -1.97 -2.61  C9 1.533, H29 1.165, H30 0.979, H31 1.111
12 C -2.34 -0.07 0.44  B8 1.551, C13 1.429, H32 1.047, H33 1.098
13 C -1.25 0.09 1.35  C12 1.429, C14 1.351, H34 1.094
14 C -0.05 0.37 0.81  B4 1.566, C7 1.443, C13 1.351
15 H 2.54 -1.54 3.15  C1 1.114
16 H 0.65 -0.96 3.10  C1 1.109
17 H 1.71 -0.76 4.39  C1 1.090
18 H 1.49 1.33 3.20  C2 1.074
19 H 3.79 2.02 2.35  C3 1.191
20 H 3.97 0.77 3.51  C3 1.075
21 H 4.00 0.16 1.86  C3 1.064
22 H 2.23 2.12 -0.48  C5 1.092
23 H 3.21 0.64 -0.28  C5 1.103
24 H 1.39 0.84 -2.28  C6 1.120
25 H -3.42 -0.05 -2.15  C9 1.044
26 H -2.26 1.17 -3.89  C10 1.065
27 H -2.04 -0.32 -4.74  C10 1.164
28 H -0.72 0.28 -3.58  C10 1.133
29 H -1.89 -2.53 -3.08  C11 1.165
30 H -3.05 -2.49 -1.81  C11 0.979
31 H -3.61 -2.10 -3.35  C11 1.111
32 H -3.11 0.62 0.60  C12 1.047
33 H -2.84 -1.01 0.70  C12 1.098
34 H -1.45 0.33 2.40  C13 1.094

The gap between HOMO and LUMO is 8.5 eV. The HOMO energy is -0.30213 hartree. For the LUMO energy, the calculation gives 0.30 eV.

Results of the Löwdin charge analysis, in e, for atoms 1 through 8: -0.067, -0.324, -0.096, -0.199, -0.075, -0.090, -0.103, 0.034

b:
This record from OMol25 describes a single C12H20B2 molecule. The level of theory is wB97M-V/def2-TZVPD.

Bonds (Å) are listed after each position.
CARTESIAN COORDINATES (ANGSTROEM)
1 B 0.65 1.41 -1.46  C5 1.618, C8 1.565, C13 1.540
2 B -0.75 -2.03 1.21  C7 1.561, C14 1.555
3 C -1.04 -0.78 -1.12  C5 1.359, C7 1.531, H15 1.126
4 C 1.80 0.70 0.50  C6 1.322, C8 1.541, H16 1.075
5 C 0.05 0.01 -0.92  B1 1.618, C3 1.359, C6 1.461
6 C 0.81 -0.15 0.32  C4 1.322, C5 1.461
7 C -1.58 -1.77 -0.09  B2 1.561, C3 1.531, H17 1.232, H18 1.107
8 C 2.01 1.61 -0.73  B1 1.565, C4 1.541, H19 1.083, H20 1.102
9 C -0.97 3.46 -1.66  C13 1.528, H21 1.036, H22 1.124, H23 1.104
10 C 0.91 3.10 -3.30  C13 1.538, H24 1.116, H25 1.153, H26 1.085
11 C 0.43 -4.07 1.59  C14 1.586, H27 1.094, H28 1.117, H29 1.170
12 C 0.06 -2.64 3.69  C14 1.563, H30 1.107, H31 1.109, H32 1.129
13 C -0.10 2.42 -2.36  B1 1.540, C9 1.528, C10 1.538, H33 1.066
14 C -0.57 -3.08 2.33  B2 1.555, C11 1.586, C12 1.563, H34 1.047
15 H -1.79 -0.70 -1.96  C3 1.126
16 H 2.54 0.66 1.28  C4 1.075
17 H -1.96 -2.80 -0.65  C7 1.232
18 H -2.56 -1.34 0.22  C7 1.107
19 H 2.99 1.41 -1.15  C8 1.083
20 H 2.02 2.70 -0.54  C8 1.102
21 H -1.13 4.30 -2.24  C9 1.036
22 H -0.37 3.83 -0.78  C9 1.124
23 H -1.87 3.04 -1.19  C9 1.104
24 H 1.52 2.31 -3.80  C10 1.116
25 H 0.28 3.93 -3.80  C10 1.153
26 H 1.55 3.71 -2.67  C10 1.085
27 H 1.02 -4.67 2.29  C11 1.094
28 H 1.22 -3.65 0.93  C11 1.117
29 H -0.28 -4.83 1.06  C11 1.170
30 H 0.92 -2.01 3.38  C12 1.107
31 H -0.39 -1.83 4.29  C12 1.109
32 H 0.30 -3.57 4.30  C12 1.129
33 H -0.69 1.82 -3.02  C13 1.066
34 H -1.38 -3.72 2.53  C14 1.047

The gap between HOMO and LUMO (spin up / spin down) is 7.9 / 7.9 eV. The HOMO energy (spin up / spin down) is -0.27767 / -0.27769 hartree. For the LUMO energy (spin up / spin down), the calculation gives 0.35 / 0.35 eV.

Results of the Löwdin charge analysis, in e, for atoms 1 through 8: -0.265, 0.065, -0.093, -0.118, -0.151, -0.026, -0.163, -0.095

Stability check: which of them is most stable? a.